Here is C4CsF12N2O8S4 as an isolated structure in a non-equilibrium geometry from OMol25. Energies are from ωB97M-V/def2-TZVPD.

The value obtained for the energy above the lowest of the compared OMol25 structures with the same formula, charge and spin is 83.3 kcal per mole. Its net charge is -1. As for the HOMO energy: -6.6013 eV. The value obtained for the gap between HOMO and LUMO is 8.389 eV. For the calculated total energy, the calculation gives -3675.02038 Ha.

Last column: Mulliken charge in e.
Cartesian coordinates (Å):
Cs (10.71356, -3.53402, -21.09001)  1.38
C (10.05517, -7.41695, -20.74189)  0.83
F (9.24069, -6.51951, -21.26553)  -0.26
F (9.39180, -8.16748, -19.85903)  -0.22
F (10.71246, -8.09262, -21.65768)  -0.19
S (11.32370, -6.28100, -19.71391)  1.11
O (10.57537, -5.17873, -19.16357)  -0.82
O (12.16767, -7.10925, -18.76532)  -0.61
N (12.25088, -5.66063, -20.99337)  -0.52
S (13.62323, -5.40389, -20.24826)  0.84
O (13.61304, -4.98991, -18.84660)  -0.60
O (14.63745, -6.39178, -20.66130)  -0.67
C (14.05671, -3.74007, -21.19082)  0.50
F (13.21065, -2.71049, -20.87158)  -0.25
F (15.31310, -3.40223, -21.08687)  -0.19
F (13.85846, -4.05567, -22.51725)  -0.23
C (7.70871, -4.44679, -24.37372)  0.64
F (7.60213, -3.44342, -23.46300)  -0.25
F (6.82020, -5.40459, -24.07142)  -0.19
F (7.48895, -3.75956, -25.54591)  -0.22
S (9.51776, -5.08133, -24.30824)  1.00
O (10.25333, -4.17374, -25.21018)  -0.70
O (9.93043, -4.97051, -22.90469)  -0.52
N (9.46937, -6.62326, -25.14789)  -0.69
S (9.47499, -7.61278, -23.94718)  1.32
O (10.79860, -7.63997, -23.41933)  -0.64
O (8.43656, -7.46815, -22.94478)  -0.65
C (9.31667, -9.35264, -24.83163)  0.43
F (10.27495, -9.56347, -25.73896)  -0.21
F (9.55673, -10.23653, -23.86477)  -0.22
F (8.03855, -9.48605, -25.27686)  -0.22

---

Here is one molecule with the formula C10H18N2O5 in a non-equilibrium geometry from OMol25. Energies are from ωB97M-V/def2-TZVPD.

The value obtained for the energy above the lowest of the compared OMol25 structures with the same formula, charge and spin is 37.6 kcal per mole. As for the HOMO energy: -9.9197 eV. The value obtained for the gap between HOMO and LUMO is 10.041 eV. For the calculated total energy, the calculation gives -877.57968 Ha.

Last column: natural (NBO) charge in e.
Cartesian coordinates (Å):
C (-1.93354, -3.49406, -1.59460)  -0.62
C (-1.45131, -2.03675, -1.60298)  -0.42
C (-0.14784, -1.78993, -0.71954)  -0.20
C (0.90540, -2.97312, -0.85368)  -0.62
C (-0.41759, -1.47347, 0.77420)  -0.16
N (-1.05235, -2.49697, 1.57015)  -0.81
C (-1.26161, -0.20542, 0.84820)  0.71
O (-2.44211, -0.19328, 1.07841)  -0.59
N (-0.65931, 1.00649, 0.46004)  -0.68
C (0.72102, 1.41027, 0.53045)  -0.16
C (0.93864, 2.66303, -0.43778)  -0.52
C (1.13350, 2.16490, -1.86972)  0.77
O (2.08657, 2.31716, -2.65851)  -0.55
O (0.12585, 1.36232, -2.31319)  -0.68
C (1.20404, 1.70260, 1.91539)  0.77
O (2.06582, 2.49665, 2.18324)  -0.55
O (0.59526, 0.82349, 2.80100)  -0.69
H (-2.84523, -3.69851, -2.18464)  0.22
H (-1.19403, -4.17062, -1.96564)  0.21
H (-2.12059, -3.84159, -0.55575)  0.21
H (-1.16593, -1.87543, -2.63552)  0.21
H (-2.15213, -1.25046, -1.43372)  0.21
H (0.33114, -0.90286, -1.13685)  0.21
H (1.00381, -3.19530, -1.94754)  0.22
H (1.91325, -2.53746, -0.52184)  0.20
H (0.70707, -3.84733, -0.19963)  0.23
H (0.53313, -1.21041, 1.20975)  0.20
H (-2.04399, -2.37940, 1.37651)  0.37
H (-0.93475, -2.16209, 2.52670)  0.36
H (-1.31148, 1.73355, 0.64217)  0.40
H (1.38506, 0.61693, 0.16433)  0.25
H (1.85158, 3.21794, -0.09657)  0.28
H (-0.02104, 3.30129, -0.23965)  0.23
H (-0.53845, 1.24773, -1.56725)  0.50
H (0.98879, 1.12842, 3.68654)  0.51

---

Here is C11H13ClN2O2Os as an isolated structure in a non-equilibrium geometry from OMol25. Energies are from ωB97M-V/def2-TZVPD.

The value obtained for the energy above the lowest of the compared OMol25 structures with the same formula, charge and spin is 49.2 kcal per mole. Its net charge is +2. The spin multiplicity is 5. As for the HOMO energy (alpha / beta): -13.1743 / -16.8621 eV. The value obtained for the gap between HOMO and LUMO (alpha / beta) is 5.696 / 5.864 eV. For the calculated total energy, the calculation gives -1236.91501 Ha. Its expectation value of S² is 6.04.

Last column: Mulliken spin population.
Cartesian coordinates (Å):
Cl (4.74695, 0.42644, -0.47564)  1.00
C (-0.80371, 2.18599, -0.21634)  0.07
C (-1.70385, 1.32392, -0.90548)  0.11
C (-1.00902, 0.76060, -1.99997)  0.06
H (-2.73305, 1.14572, -0.64716)  0.01
C (0.31537, 1.27656, -2.01290)  0.19
C (0.43696, 2.14381, -0.89321)  0.05
H (1.32418, 2.69146, -0.62317)  0.02
H (-1.03226, 2.77543, 0.65418)  0.00
H (-1.41359, 0.06808, -2.71869)  0.01
C (1.36830, 0.97934, -3.01911)  0.01
Os (0.00000, 0.00000, 0.00000)  1.81
C (-0.30581, -1.93136, -0.29517)  0.15
O (-0.52546, -3.05081, -0.50367)  0.07
C (1.58295, -0.11599, 1.18045)  0.10
O (2.51429, -0.13774, 1.87112)  0.08
H (1.24352, -0.01329, -3.44539)  0.01
H (2.36413, 1.04412, -2.58698)  0.00
H (1.32221, 1.69621, -3.84192)  0.02
C (-1.37538, -3.89932, 3.74330)  -0.01
N (-1.42231, -2.45347, 3.78668)  0.22
C (-1.89060, -1.73542, 4.95270)  -0.01
C (-0.98037, -1.69112, 2.61007)  -0.08
N (-0.60129, -1.03721, 1.60083)  0.06
H (-1.73510, -4.35051, 4.69202)  0.00
H (-0.33047, -4.23283, 3.57050)  0.01
H (-2.01612, -4.26785, 2.91466)  0.01
H (-1.08189, -1.07714, 5.33415)  0.01
H (-2.76771, -1.11192, 4.67853)  0.01
H (-2.19286, -2.42708, 5.76706)  0.00